(1)
Molecular formula: C10H10Cl2I2O6STlYb
Method: DFT, ωB97M-V/def2-TZVPD

CARTESIAN COORDINATES (ANGSTROEM)
I -2.7489 -0.5850 3.2128
I -1.6223 -2.9658 2.6570
Tl 1.4025 -1.1313 0.0736
Yb 0.1404 1.4729 0.7401
S -0.8730 -0.4280 -0.1431
C -0.6856 2.8580 -0.5862
C 1.0061 3.1538 1.5701
C -1.6110 -0.3626 -1.8562
C -1.8795 -1.8205 -2.2121
C -0.6987 0.3080 -2.8735
C -2.9230 0.3966 -1.6847
C 3.2149 -1.6806 0.4058
C 1.5770 -1.9557 -1.6897
O 1.4436 4.0159 2.0104
O -1.1204 3.5917 -1.2595
O 4.2882 -2.0375 0.5709
O 1.7226 -2.4628 -2.7013
H -2.4034 -1.8562 -3.1780
H -2.5162 -2.3022 -1.4591
H -0.9570 -2.4017 -2.3072
H -1.2076 0.3024 -3.8525
H 0.2525 -0.2194 -2.9854
H -0.4862 1.3511 -2.6128
H -3.4601 0.3928 -2.6428
H -2.7630 1.4410 -1.3917
H -3.5613 -0.0792 -0.9298
Cl 2.3295 2.0583 4.7404
C 2.6471 0.4113 4.1373
Cl 2.0135 -0.8173 5.2367
C 2.0780 0.3160 2.6984
O 2.7513 0.9329 1.8436
O 0.9166 -0.1901 2.4113
H 3.7334 0.2934 4.0573

Values from the calculation:
Charge: +4
E_HOMO (spin up / spin down): -20.8 / -20.9 eV
2S+1: 2
Strongest force on any atom: 0.2370 hartree/bohr
Kohn-Sham gap (spin up / spin down): 0.131 / 0.135 Ha
⟨S²⟩: 0.755
LUMO energy (spin up / spin down): -17.2494 / -17.1879 eV

=====

(2)
Molecular formula: C6H8FNO3
Method: DFT, ωB97M-V/def2-TZVPD

CARTESIAN COORDINATES (ANGSTROEM)
C -2.0250 0.3638 -0.2681
C 0.1377 2.1098 0.2786
C -1.6183 -0.9967 0.2823
C 0.8732 1.0869 -0.4732
C -0.1371 -1.3225 -0.1977
C 0.8673 -0.2657 0.1754
N 2.2799 -0.8411 0.0090
O 3.1559 -0.0142 0.0063
O 2.4524 -2.0337 0.0424
O -2.4489 1.0648 0.7386
F -0.2499 3.1166 -0.5175
H -1.6329 -0.9150 1.3370
H -2.3488 -1.8049 0.1417
H 0.5480 0.9595 -1.6342
H 1.8588 1.5983 -0.3632
H 0.3255 -2.3370 0.0302
H -0.4050 -1.5489 -1.2422
H 0.8629 -0.2171 1.2371
H -2.4958 1.9971 0.4174

Values from the calculation:
E_HOMO: -9.0 eV
Strongest force on any atom: 0.0698 hartree/bohr
Kohn-Sham gap: 0.323 Ha
LUMO energy: -0.1635 eV

=====

(3)
Molecular formula: C6H13N
Method: DFT, ωB97M-V/def2-TZVPD

CARTESIAN COORDINATES (ANGSTROEM)
C -1.3914 -1.6079 -0.7501
C -1.3405 -0.1195 -0.4282
C 0.0288 0.2709 0.0959
C 0.6355 1.3601 -0.3847
N 0.1154 2.2576 -1.2751
C 0.4443 -0.3362 1.4205
C 1.4693 -1.4722 1.2530
H -0.5774 -1.8461 -1.4324
H -2.3131 -2.0852 -1.0552
H -1.1493 -2.1313 0.1730
H -2.0713 0.2111 0.3129
H -1.5747 0.3988 -1.3578
H 1.5683 1.6897 0.0791
H -0.8683 2.2285 -1.4831
H 0.5461 3.0688 -1.6664
H -0.4684 -0.6488 1.9158
H 0.9101 0.3771 2.0958
H 1.1991 -2.1592 0.4691
H 2.4454 -1.0440 1.0280
H 1.5984 -2.0405 2.1810

Values from the calculation:
E_HOMO: -7.5 eV
Strongest force on any atom: 0.0298 hartree/bohr
Kohn-Sham gap: 0.316 Ha
LUMO energy: 1.0949 eV